Formula: C43H79Cl17FN3O2PS
Source: OMol25
Level of theory: ωB97M-V/def2-TZVPD

Results
**LUMO energy**: -1.8671 eV
**Energy**: -290146.3371 eV
**Gap between HOMO and LUMO**: 8.45 eV
**Charge**: +1

XYZ file:
```
147
Properties=species:S:1:pos:R:3:lowdin_charge:R:1
C 4.35 -6.22 -1.19 -0.163
C 4.10 -4.85 -0.36 -0.238
C 4.34 -3.57 -1.33 -0.203
C 2.90 -3.05 -1.80 -0.202
C 2.30 -2.08 -0.63 -0.154
C 0.84 -1.64 -1.15 -0.168
N 0.20 -0.51 -0.41 -0.299
P -1.33 -0.07 -1.34 1.020
C -0.99 0.28 -3.16 -0.368
C -1.76 -0.73 -4.20 -0.136
C -2.65 -1.39 -1.29 -0.429
C -4.05 -0.66 -1.76 -0.151
C 0.96 0.79 -0.34 -0.252
C 1.87 1.21 -1.58 -0.149
C 1.35 2.57 -2.32 -0.217
C 2.58 3.57 -2.68 -0.531
Cl 4.00 2.70 -3.48 0.525
C 1.86 1.03 0.99 -0.245
C 2.27 2.60 1.18 -0.088
C 3.88 2.78 1.41 -0.135
C 4.60 3.59 0.23 -0.174
O 6.03 3.82 0.52 -0.069
C 6.76 2.61 0.37 -0.401
C 7.29 1.99 -1.00 0.003
O 6.98 1.94 1.42 0.043
N 1.21 0.64 2.27 -0.123
C 2.12 0.83 3.44 -0.251
C 3.44 0.05 3.39 0.014
C 4.40 0.22 4.64 0.011
C 3.77 1.19 5.69 -0.045
C 2.43 1.92 5.56 -0.095
N 1.61 1.73 4.41 0.085
C 0.85 -0.79 2.13 -0.151
C -0.29 -0.88 0.98 -0.608
F -0.78 -2.22 1.10 -0.043
S -1.65 0.30 1.58 0.732
H 3.36 -6.74 -1.41 0.012
H 5.07 -6.86 -0.56 -0.028
H 4.91 -5.94 -2.15 0.077
H 4.85 -4.77 0.50 0.090
H 3.05 -4.83 0.11 0.102
H 4.80 -2.75 -0.65 0.106
H 5.03 -3.79 -2.21 0.108
H 2.17 -3.90 -2.05 0.125
H 3.02 -2.41 -2.74 0.110
H 3.05 -1.22 -0.55 0.108
H 2.27 -2.76 0.30 0.111
H 1.00 -1.44 -2.28 0.122
H 0.22 -2.62 -1.16 0.110
H 0.10 0.25 -3.50 0.063
H -1.39 1.35 -3.38 0.094
H -2.88 -0.52 -4.28 0.072
H -1.49 -1.79 -3.91 0.070
H -1.25 -0.54 -5.23 0.089
H -2.45 -2.28 -2.00 0.015
H -2.90 -1.85 -0.28 0.059
H -3.81 0.36 -2.23 0.051
H -4.55 -1.28 -2.59 0.082
H -4.76 -0.55 -0.86 0.083
H 0.14 1.61 -0.27 0.112
H 2.01 0.46 -2.42 0.102
H 2.94 1.48 -1.22 0.096
H 0.85 2.35 -3.33 0.100
H 0.66 3.19 -1.63 0.125
H 2.16 4.27 -3.50 0.090
H 2.88 4.25 -1.82 0.060
H 2.86 0.50 0.78 0.122
H 2.04 3.23 0.25 0.096
H 1.66 3.10 2.02 0.128
H 4.42 1.77 1.50 0.097
H 4.01 3.41 2.37 0.136
H 4.60 2.89 -0.69 0.085
H 4.11 4.58 -0.04 0.135
H 6.47 2.04 -1.81 0.051
H 7.58 0.88 -0.90 0.101
H 8.25 2.54 -1.29 0.104
H 3.74 -0.64 2.52 0.108
H 5.40 -0.29 4.74 0.102
H 4.38 1.39 6.65 0.095
H 2.09 2.60 6.41 0.113
H 1.71 -1.52 2.00 0.115
H 0.31 -1.10 3.10 0.151
H -1.22 1.61 1.44 -0.079
Cl -3.68 4.49 -1.62 0.516
C -5.10 3.54 -1.12 -0.691
C -5.12 3.29 0.37 -0.661
Cl -3.82 2.19 0.89 0.528
H -5.10 2.61 -1.68 0.007
H -5.98 4.11 -1.41 0.028
H -6.07 2.82 0.66 0.081
H -5.02 4.22 0.94 -0.061
Cl 3.19 -9.26 -1.57 0.589
C 4.19 -10.48 -0.73 -0.642
C 4.70 -9.99 0.62 -0.619
Cl 5.92 -8.69 0.47 0.588
H 5.01 -10.76 -1.39 0.072
H 3.55 -11.35 -0.58 0.073
H 5.19 -10.81 1.14 0.074
H 3.89 -9.62 1.24 0.074
Cl -4.87 -0.60 6.89 0.543
C -3.74 0.01 5.65 -0.674
C -3.78 1.52 5.53 -0.663
Cl -5.32 2.09 4.84 0.528
H -3.99 -0.48 4.71 0.064
H -2.74 -0.31 5.95 0.071
H -2.99 1.85 4.85 0.065
H -3.64 2.00 6.49 0.070
Cl 7.96 -8.25 4.72 0.534
C 9.06 -7.64 3.46 -0.665
C 8.99 -6.14 3.30 -0.663
Cl 7.43 -5.61 2.62 0.517
H 8.82 -8.16 2.52 0.060
H 10.07 -7.93 3.75 0.074
H 9.77 -5.80 2.61 0.073
H 9.13 -5.63 4.25 0.069
Cl -7.33 1.35 -2.69 0.568
C -8.65 2.26 -3.47 -0.640
C -8.18 3.04 -4.68 -0.643
Cl -7.11 4.40 -4.24 0.551
H -9.10 2.91 -2.72 0.075
H -9.40 1.52 -3.78 0.075
H -9.03 3.47 -5.20 0.076
H -7.64 2.41 -5.38 0.069
Cl -4.53 -4.80 -2.82 0.547
C -3.61 -6.09 -2.01 -0.652
C -3.12 -5.66 -0.64 -0.620
Cl -1.86 -4.40 -0.75 0.620
H -2.78 -6.38 -2.66 0.071
H -4.28 -6.94 -1.91 0.077
H -2.67 -6.51 -0.13 0.077
H -3.93 -5.28 -0.02 0.077
Cl -9.94 8.19 -3.00 0.541
C -8.41 9.09 -2.86 -0.665
C -7.21 8.23 -3.23 -0.639
Cl -6.92 6.94 -2.04 0.486
H -8.33 9.47 -1.84 0.028
H -8.48 9.94 -3.54 0.075
H -6.31 8.85 -3.26 0.077
H -7.34 7.77 -4.21 0.061
Cl -4.62 6.30 0.99 0.631
C -5.14 7.55 2.14 -0.618
C -6.62 7.87 2.04 -0.634
Cl -7.03 8.69 0.50 0.553
H -4.53 8.44 1.97 0.072
H -4.92 7.17 3.14 0.077
H -6.91 8.55 2.84 0.075
H -7.24 6.97 2.11 0.074
```


Formula: C4H7P
Source: OMol25
Level of theory: ωB97M-V/def2-TZVPD

Results
**LUMO energy (alpha / beta)**: -1.6731 / -1.9557 eV
**Energy**: -13544.3886 eV
**Gap between HOMO and LUMO (alpha / beta)**: 7.40 / 6.90 eV
**Charge**: 0

XYZ file:
```
12
Properties=species:S:1:pos:R:3:lowdin_charge:R:1
C -0.58 -1.56 0.93 -0.349
C -0.06 -0.70 0.27 -0.048
C -1.36 -2.63 1.53 -0.153
C 1.23 2.16 -1.72 -0.457
P 1.86 1.57 -0.10 0.869
H -0.80 -3.05 2.36 0.068
H -2.31 -2.24 1.91 0.070
H -1.56 -3.42 0.80 0.072
H 1.56 1.50 -2.51 0.019
H 1.63 3.16 -1.92 0.028
H 0.14 2.22 -1.73 0.025
H 0.98 2.36 0.67 -0.143
```


Formula: C3H12NOS
Source: OMol25
Level of theory: ωB97M-V/def2-TZVPD

Results
**LUMO energy**: -3.5668 eV
**Energy**: -17671.5667 eV
**Gap between HOMO and LUMO**: 9.36 eV
**Charge**: +1

XYZ file:
```
18
Properties=species:S:1:pos:R:3:lowdin_charge:R:1
C -0.02 -1.12 1.01 -0.169
C -0.60 -0.48 -0.21 -0.267
C 0.22 0.66 -0.86 -0.540
S -0.44 2.31 -0.43 0.732
N -0.25 -0.22 2.21 0.209
H -0.40 -2.14 1.14 0.135
H 1.02 -1.42 0.98 0.120
H -1.65 -0.19 -0.07 0.117
H -0.49 -1.24 -0.98 0.095
H 0.15 0.61 -1.94 0.065
H 1.25 0.55 -0.58 0.079
H 0.66 2.89 0.05 -0.148
H 0.52 0.45 2.27 0.166
H -1.08 0.36 2.05 0.157
H -0.18 -0.74 3.09 0.175
H 1.78 -2.33 -1.63 0.054
H 0.66 -3.34 -1.69 0.060
O 1.28 -2.93 -1.07 -0.041
```


Formula: C4H9NS
Source: OMol25
Level of theory: ωB97M-V/def2-TZVPD

Results
**LUMO energy**: 0.8116 eV
**Energy**: -16615.3005 eV
**SMILES**: C[C@]1(S)C[C@@H]1N
**Gap between HOMO and LUMO**: 9.21 eV
**Charge**: 0

XYZ file:
```
15
Properties=species:S:1:pos:R:3:lowdin_charge:R:1
C -0.19 1.44 0.36 -0.121
C -0.59 0.02 0.08 -0.763
C -0.11 -1.16 0.83 -0.193
C 0.55 -0.90 -0.51 -0.386
H -0.63 1.75 1.26 0.053
H -0.48 2.05 -0.51 0.076
H 0.97 1.45 0.28 0.088
H -3.08 0.88 -0.99 -0.060
H 0.41 -1.05 1.84 0.129
H -0.89 -2.03 0.93 0.111
H 0.40 -1.74 -1.33 0.166
H 1.73 0.05 -1.64 0.184
H 2.63 -0.46 0.09 0.165
N 1.69 -0.01 -0.45 -0.088
S -2.42 -0.30 -0.26 0.640
```